w.
The following is a DFT calculation (ωB97M-V/def2-TZVPD) of a cluster of 2 separate species, C3H13N2O in total.

ORCA input file:
```
! wB97M-V def2-TZVPD RIJCOSX def2/J DEFGRID3
* xyz 1 1
N 1.3594 0.3475 -1.0484
C 1.4265 -0.3023 0.3148
C 0.0330 -0.3265 0.9442
N -0.6654 0.9128 0.7037
C -0.4851 1.9632 1.6760
H 1.2130 1.3563 -1.0060
H 0.5983 0.0364 -1.6610
H 2.2020 0.0998 -1.5677
H 2.2677 0.1854 0.8034
H 1.8093 -1.3072 0.1235
H 0.1615 -0.5169 2.0135
H -0.5036 -1.1740 0.5197
H -1.5182 0.8391 0.2323
H 0.5824 2.1326 1.8424
H -0.9286 2.8933 1.3364
H -0.8727 1.7402 2.6723
H -2.6696 -3.1380 -3.2668
H -2.1352 -2.8365 -1.8542
O -1.8746 -2.9052 -2.7782
*
```

Calculated values
LUMO level, eV: -3.50

x.
The following is a DFT calculation (ωB97M-V/def2-TZVPD) of a cluster of 2 separate species, C3H13N2O in total.

ORCA input file:
```
! wB97M-V def2-TZVPD RIJCOSX def2/J DEFGRID3
* xyz 1 1
N 0.4970 -0.4294 -1.0757
C 0.2657 0.1765 0.3204
C -1.2907 0.3158 0.4704
C 1.1501 -0.3651 1.5722
N 1.1664 0.6308 2.6728
H 1.0606 0.0385 -1.6837
H 0.9332 -1.2610 -0.9424
H -0.4250 -0.4695 -1.4730
H 0.6569 1.2466 0.2395
H -1.7872 -0.5512 1.0750
H -1.3355 1.0868 1.2548
H -1.6295 0.6195 -0.5697
H 2.1743 -0.2101 1.1263
H 0.7372 -1.3373 1.8746
H 1.8726 1.3355 2.4273
H 1.5345 0.1383 3.5160
H -1.6500 -1.0461 -3.8600
H -2.1776 0.4128 -3.7307
O -1.7531 -0.3316 -3.2142
*
```

Calculated values
LUMO level, eV: -3.22

Computed stability ranking, most favorable first: w, x

w.
The following is a DFT calculation (ωB97M-V/def2-TZVPD) of a cluster of 2 separate species, C3H13N2O in total.

ORCA input file:
```
! wB97M-V def2-TZVPD RIJCOSX def2/J DEFGRID3
* xyz 1 1
C 0.3083 -1.0528 -0.9837
C -0.7129 -1.1488 0.1320
C -1.8225 -0.1269 0.0713
N -1.2902 1.2380 -0.0304
N 0.9510 0.3372 -1.0364
H -0.1114 -1.2329 -1.9634
H 1.1256 -1.7486 -0.8751
H -0.1486 -0.9582 1.0644
H -1.0904 -2.1697 0.1550
H -2.4733 -0.3202 -0.7960
H -2.4532 -0.2924 0.9424
H -1.2215 1.6647 0.8793
H -1.9598 1.8029 -0.5408
H 1.4051 0.4969 -1.9355
H 0.1622 1.0308 -0.8103
H 1.6633 0.4493 -0.3056
H 3.2466 0.9355 1.7465
H 2.0827 0.4506 2.5920
O 2.3392 0.6449 1.6941
*
```

Calculated values
LUMO level, eV: -2.80

x.
The following is a DFT calculation (ωB97M-V/def2-TZVPD) of a cluster of 2 separate species, C3H13N2O in total.

ORCA input file:
```
! wB97M-V def2-TZVPD RIJCOSX def2/J DEFGRID3
* xyz 1 1
C 1.2895 0.0526 0.6561
C -0.1062 0.0330 1.3156
C -1.2801 0.6274 0.5408
N -0.8954 1.8577 -0.2458
N 1.2461 0.1987 -0.8139
H 1.9136 0.8547 1.0487
H 1.8031 -0.8619 0.9319
H -0.0710 0.4792 2.3010
H -0.3710 -1.0244 1.4777
H -2.0718 0.8706 1.2479
H -1.6781 -0.1024 -0.1600
H -0.6718 2.6373 0.3789
H -0.0068 1.5030 -0.8025
H -1.6863 2.2187 -0.8139
H 2.1778 0.3701 -1.1657
H 0.9447 -0.6737 -1.2362
H -0.1943 -3.3506 -2.2507
H -0.0913 -3.0609 -0.7793
O -0.2507 -2.6292 -1.6307
*
```

Calculated values
LUMO level, eV: -3.12

y.
The following is a DFT calculation (ωB97M-V/def2-TZVPD) of a cluster of 2 separate species, C3H13N2O in total.

ORCA input file:
```
! wB97M-V def2-TZVPD RIJCOSX def2/J DEFGRID3
* xyz 1 1
C -0.0621 -0.9653 -1.0660
C 0.5958 -1.1572 0.4145
C 1.7722 -0.0505 0.3949
N 1.2633 1.3738 0.4580
N -0.6063 0.4022 -1.1493
H 0.4481 -1.2176 -2.0159
H -0.9865 -1.4931 -0.9391
H -0.0585 -1.1424 1.3426
H 0.9941 -2.1879 0.4379
H 2.3562 -0.1112 -0.5686
H 2.4615 -0.4366 1.1744
H 1.1999 1.4549 1.4372
H 2.0799 1.9299 0.2533
H -0.7414 0.7389 -2.1029
H 0.0136 0.9961 -0.5625
H -1.5345 0.4544 -0.6820
H -3.3740 -0.2308 1.1794
H -3.0562 1.2390 1.1678
O -2.7651 0.4033 0.8261
*
```

Calculated values
LUMO level, eV: -2.78

Computed stability ranking, most favorable first: w, x, y

w.
The following is a DFT calculation (ωB97M-V/def2-TZVPD) of a cluster of 23 separate species, C3H51O23 in total.

ORCA input file:
```
! wB97M-V def2-TZVPD RIJCOSX def2/J DEFGRID3
* xyz -1 1
C -0.0958 -1.1181 0.6133
C -0.1568 0.3579 0.2373
C 0.6772 0.6059 -0.9107
O -1.4558 0.6939 -0.1857
H -0.5038 -1.7321 -0.1207
H -0.6248 -1.2011 1.5433
H 0.8822 -1.4841 0.8563
H 0.1062 0.9969 1.1443
H 1.6562 0.1529 -0.7237
H 0.8612 1.6789 -1.1197
H 0.1762 0.2779 -1.8607
O 0.6052 -4.2711 0.4843
H -0.0368 -3.7051 0.8953
H 0.8932 -3.8691 -0.3247
O -3.0918 2.0709 1.9333
H -3.4108 2.8749 1.6003
H -2.6668 1.6949 1.2073
O -3.8998 1.7049 -1.0407
H -4.2568 1.6159 -1.8987
H -3.0248 1.3479 -1.1427
O 0.2542 -2.5671 -2.6307
H -0.1788 -1.9531 -3.2337
H 0.9872 -2.0911 -2.3067
O 2.4702 2.7199 0.8593
H 1.7842 2.2869 1.3743
H 3.3002 2.3039 1.0103
O 2.8542 -1.8481 -2.0867
H 3.2992 -1.0301 -1.7807
H 3.0492 -1.9291 -3.0157
O -1.9028 -3.6251 1.6513
H -1.7778 -3.5571 2.6443
H -2.7548 -3.3231 1.3963
O 3.5242 1.6079 -1.6357
H 3.7792 1.0229 -0.9137
H 4.1442 1.4069 -2.3647
O 2.7682 -0.2441 1.9583
H 2.0542 -0.1081 1.3393
H 2.8212 -1.1831 1.9783
O -3.2218 -0.6941 1.4893
H -3.8398 -0.5631 0.7683
H -2.4228 -0.4981 1.0073
O 2.5452 -3.0711 2.2643
H 2.8982 -3.3961 1.4053
H 1.6172 -3.3411 2.1703
O -1.4318 0.2469 3.6113
H -2.1188 0.4069 2.9573
H -1.8168 0.5379 4.4373
O -1.3068 -0.8551 -4.1787
H -1.7908 -0.4591 -4.8757
H -1.9368 -1.0671 -3.4967
O -2.5298 -1.2331 -1.8677
H -1.9048 -0.6301 -1.3957
H -2.3218 -2.1261 -1.6297
O 1.6352 2.3909 -3.7357
H 1.8552 2.1219 -2.8587
H 1.6742 1.5619 -4.2357
O -0.7768 3.3359 0.1473
H -0.5918 3.6229 1.0343
H -0.7988 2.4059 0.3003
O 0.9422 -1.1771 3.9963
H 0.1782 -0.8361 3.5043
H 1.6952 -0.9231 3.4663
O -1.7728 2.1679 -2.7327
H -1.3948 1.6899 -1.9937
H -1.5778 3.0599 -2.5577
O 0.7692 1.8299 3.3083
H 0.4102 2.7289 3.2993
H -0.0238 1.3069 3.2873
O 1.8602 4.4959 -1.3297
H 2.6682 4.4609 -1.8327
H 1.8992 3.9169 -0.5907
O 1.4712 -0.3871 -4.2687
H 0.4722 -0.4421 -4.1967
H 1.7352 -0.1451 -3.3817
O -2.0148 -2.5771 4.1233
H -2.0518 -1.6781 4.1143
H -1.7858 -2.7691 5.0363
*
```

Calculated values
LUMO level, eV: 1.94

x.
The following is a DFT calculation (ωB97M-V/def2-TZVPD) of a cluster of 23 separate species, C3H51O23 in total.

ORCA input file:
```
! wB97M-V def2-TZVPD RIJCOSX def2/J DEFGRID3
* xyz -1 1
C -0.3773 -0.6608 -1.1300
C -0.4587 0.0278 0.2445
C 0.6421 -0.3098 1.2805
O -0.3287 1.4060 -0.0659
H -1.0928 -0.2308 -1.7925
H -0.4513 -1.7014 -0.8958
H 0.6588 -0.5955 -1.4515
H -1.4721 -0.0683 0.6628
H 0.4577 -1.3436 1.4839
H 0.7443 0.2394 2.2223
H 1.5921 -0.1275 0.7593
O -1.1506 2.0685 -3.7050
H -0.4229 1.5003 -3.9656
H -0.7628 2.7759 -3.1584
O 2.8527 -3.1003 1.1956
H 2.6829 -2.5346 1.9569
H 3.0459 -2.4743 0.5556
O 0.8514 0.4633 -3.8102
H 1.1534 -0.2121 -3.1984
H 1.4625 0.5888 -4.5424
O 2.7733 0.7988 -1.5718
H 2.5954 1.4726 -2.2217
H 2.4487 1.2114 -0.8025
O -3.0933 0.1668 -3.4295
H -2.6299 -0.5595 -2.9538
H -2.3582 0.7596 -3.6472
O 0.7379 -4.0028 -0.3949
H 1.5085 -3.7266 0.1541
H 1.0892 -3.9464 -1.2628
O 0.6292 3.3242 -1.6124
H 0.0356 4.0346 -1.2952
H 0.2620 2.5270 -1.1499
O -3.7921 -0.5729 2.4199
H -3.8058 -0.6036 1.4876
H -2.9014 -0.2722 2.6029
O -1.4558 0.6107 3.0459
H -0.7892 0.3843 2.3750
H -1.9762 1.2795 2.6172
O -1.8416 -3.4886 -0.0632
H -0.8542 -3.5785 -0.1832
H -2.1833 -3.2063 -0.9487
O 0.3878 2.3423 3.5676
H 0.7953 2.2748 4.4335
H -0.4239 1.8376 3.5882
O 3.2328 1.1773 2.8247
H 2.5613 1.5421 2.2689
H 3.1979 1.7264 3.6309
O 3.7279 -1.8268 -1.0562
H 3.4165 -1.0029 -1.3182
H 4.4648 -1.5627 -0.4506
O 2.0462 2.4440 0.5401
H 1.2768 1.8623 0.5024
H 1.7828 3.0741 -0.1573
O -2.7258 1.8859 -0.9100
H -2.7525 2.2677 -1.7837
H -1.8132 1.5313 -0.7089
O -0.1230 -1.5341 4.0443
H -1.0668 -1.6865 3.7414
H -0.3853 -1.2726 4.9046
O -3.5098 2.2909 1.6363
H -4.3523 1.7945 1.6707
H -3.1287 2.1778 0.7614
O 1.7902 -2.6403 -2.9947
H 2.4499 -2.5293 -2.2751
H 2.3013 -2.6148 -3.8075
O -0.9234 -2.4973 -3.7219
H -0.0438 -2.5807 -3.3462
H -0.8925 -1.7461 -4.3119
O 2.7093 -1.4035 3.3970
H 2.9296 -0.5355 3.0586
H 1.7312 -1.4056 3.5644
O -0.6658 3.7066 1.5497
H -0.1578 3.4580 2.2955
H -0.6962 2.9482 1.0214
O -3.9418 -0.7089 -0.3098
H -3.5901 -1.2437 -0.9970
H -3.6344 0.1269 -0.6638
*
```

Calculated values
LUMO level, eV: 1.72

Computed stability ranking, most favorable first: x, w

w.
The following is a DFT calculation (ωB97M-V/def2-TZVPD) of a cluster of 2 separate species, C4H4NO3S in total.

ORCA input file:
```
! wB97M-V def2-TZVPD RIJCOSX def2/J DEFGRID3
* xyz -1 1
C -0.8114 -0.0840 2.2039
C -1.6576 0.6986 1.3745
C 0.2513 -0.6188 1.5219
C -0.9552 0.6512 0.1860
N 0.1412 -0.0992 0.2796
O 1.6431 1.2933 -3.3635
O 1.7379 -0.6336 -1.7911
O 0.4496 -0.8607 -3.8717
S 0.9633 0.0818 -2.8623
H -1.2440 -0.4282 3.1473
H -2.3598 1.4781 1.6786
H 0.9653 -1.2673 2.0659
H 0.8763 -0.2113 -0.5692
*
```

Calculated values
LUMO level (spin up / spin down), eV: 3.06 / 2.64

x.
The following is a DFT calculation (ωB97M-V/def2-TZVPD) of the ion C4H4NO3S with charge -1.

ORCA input file:
```
! wB97M-V def2-TZVPD RIJCOSX def2/J DEFGRID3
* xyz -1 1
C 0.7823 0.2925 -0.4157
C 0.3929 -0.9615 -0.0283
C -2.0510 -0.5873 0.0311
C 1.9997 0.9946 -0.0333
N -0.9741 -1.3530 0.1239
O 1.1832 -1.9184 0.0478
O -3.2032 -1.0175 0.0143
O -2.4623 2.1467 -0.3183
S -1.6576 1.1711 0.4463
H 1.7210 1.8876 0.6215
H 2.5958 1.4205 -1.0502
H 2.7311 0.2395 0.4429
H -1.0580 -2.3147 0.1178
*
```

Calculated values
LUMO level (spin up / spin down), eV: 3.26 / 3.57

Computed stability ranking, most favorable first: x, w

w.
The following is a DFT calculation (ωB97M-V/def2-TZVPD) of a cluster of 2 separate species, C2H8S4 in total.

ORCA input file:
```
! wB97M-V def2-TZVPD RIJCOSX def2/J DEFGRID3
* xyz 0 1
C 0.0798 -3.0202 0.1639
S -0.0301 -3.6068 -1.5425
S 0.4869 -2.0265 -2.6896
H -0.6275 -2.2554 0.4605
H 1.1143 -2.7738 0.3650
H -0.1221 -3.9255 0.7375
H -0.6406 -1.3065 -2.7279
C -0.3805 2.0843 0.0269
S 1.1615 2.8523 0.6811
S 0.5844 3.4369 2.5616
H -0.1476 1.0366 -0.1539
H -0.5532 2.5427 -0.9381
H -1.1706 2.2730 0.7540
H 0.2452 4.6889 2.3016
*
```

Calculated values
SMILES: CSS.CSS
LUMO level, eV: 0.48

x.
The following is a DFT calculation (ωB97M-V/def2-TZVPD) of a cluster of 2 separate species, C2H8S4 in total.

ORCA input file:
```
! wB97M-V def2-TZVPD RIJCOSX def2/J DEFGRID3
* xyz 0 1
C 1.8046 0.0127 1.4061
S 2.1286 -1.0022 0.0015
S 2.2303 0.1653 -1.6216
H 2.7683 0.3616 1.7967
H 1.4310 -0.5973 2.2290
H 1.1468 0.8704 1.2667
H 1.0040 -0.0479 -2.1595
C -1.9075 1.0777 -0.6257
S -2.4670 -0.5829 -1.0808
S -1.0107 -1.7722 -0.2776
H -1.9098 1.6636 -1.5357
H -0.9803 1.1475 -0.0544
H -2.6359 1.4019 0.1273
H -1.6025 -2.6981 0.5281
*
```

Calculated values
SMILES: CSS.CSS
LUMO level, eV: 0.54

Computed stability ranking, most favorable first: w, x